Entry 1:
Below is a single C13H18Cl6O3Si molecule, with properties calculated with ωB97M-V with the def2-TZVPD basis set.

Geometry as XYZ:
```
41
Properties=species:S:1:pos:R:3:forces:R:3
Si -0.0099 0.1624 -0.4942 1.46 0.48 0.24
C 1.9138 2.1116 -1.0428 1.70 -0.21 0.29
H 0.1494 -1.5241 -3.6166 -0.31 -0.35 -0.58
O 1.2542 -0.7504 -0.0924 0.47 -0.03 -0.69
H -0.4863 2.1499 2.5513 -0.19 -1.94 -0.27
O 0.6372 1.6324 -1.0131 -4.31 -1.62 -0.52
C -0.7658 0.1577 3.5764 -0.17 0.02 0.63
C -0.0925 -0.4989 -3.8696 -0.43 0.75 0.68
Cl -4.3772 0.7731 2.0220 1.66 -1.64 0.35
H 2.0478 -1.6525 -1.7633 -0.39 -0.22 -0.30
H 2.2274 3.2885 -2.9296 -0.19 -0.58 -1.58
H 2.0929 2.2839 0.0124 0.96 0.78 0.20
H 2.5385 1.2349 -1.2908 0.49 0.76 -0.38
H -1.6104 1.2518 0.6435 -0.08 -1.35 1.06
H 0.9896 -3.5707 0.5402 -0.22 0.72 -1.27
H 0.8204 0.0273 -3.9021 1.42 0.89 1.11
Cl -3.0167 0.9450 5.1239 -0.22 0.83 0.53
C -2.2713 0.4042 3.7379 -0.06 -1.06 -1.43
O -0.9550 -0.6048 -1.5864 0.69 0.30 0.43
H -0.1227 -2.8627 -0.7286 -0.06 -0.56 0.09
H 1.1963 -4.0028 -1.1216 0.32 -0.54 -1.02
H 2.6992 -2.1046 -0.2347 0.85 0.10 0.21
Cl 0.7432 -1.7799 2.3007 -0.95 -0.01 1.52
H -2.1374 -0.3762 -3.1709 0.31 0.10 -0.27
H 0.7933 1.0072 2.4194 0.72 -0.44 -0.44
C -0.9582 0.4119 1.0852 -0.66 1.23 0.40
Cl -2.6278 -1.9776 0.8288 0.75 -0.10 -0.07
H 3.0150 3.9228 -1.5573 -0.13 -0.31 0.05
C -1.7774 -0.7638 1.8014 -1.32 1.35 -1.35
H -0.3569 -0.2473 -4.8715 -1.01 -0.82 -0.98
C -0.8353 -1.2202 2.9581 0.22 -1.39 -0.91
C -1.1409 -0.0135 -2.8788 -1.23 0.01 0.65
C -0.2768 1.0207 2.3799 -0.21 2.09 0.13
H -1.2873 1.0466 -2.6042 0.54 -0.02 -1.38
H 1.3102 4.0697 -1.6676 -0.83 0.48 -0.01
C 1.7770 -1.8810 -0.7336 0.05 -1.69 0.52
C 0.9023 -3.1811 -0.5196 0.03 1.62 1.24
C 2.1065 3.4009 -1.8967 0.86 -0.72 2.40
Cl -1.5494 -2.5075 4.0068 0.44 0.76 -0.54
Cl 0.2877 0.2472 5.0150 -0.61 0.15 -0.50
C -2.8466 -0.0298 2.5832 -0.36 2.19 1.75
```
Positions in Å, forces in eV/Å.

The calculation puts the HOMO energy at -9.184 eV. As for the SMILES: CCO[Si](OCC)(OCC)[C@@H]1C[C@@]2(Cl)C(Cl)=C(Cl)[C@]1(Cl)C2(Cl)Cl.

Entry 2:
Below is a molecular structure, C6H14GaO3S4Sb, with properties calculated with ωB97M-V with the def2-TZVPD basis set.

Geometry as XYZ:
```
29
Properties=species:S:1:pos:R:3:forces:R:3
H -10.0446 1.6834 9.3493 0.33 0.03 -0.11
H -8.8422 5.0545 5.7100 -0.04 -0.30 -0.14
S -6.7966 2.4927 5.4960 0.10 -0.31 -0.30
H -8.7179 -0.4407 9.1204 0.55 1.59 -1.34
C -8.9461 1.7000 9.3118 -0.99 0.08 -1.64
Sb -5.2410 4.3428 5.5144 -0.57 0.46 0.08
C -6.4224 -0.2915 7.6165 1.40 -1.23 0.96
H -11.2638 4.1702 7.3327 -0.66 -0.22 -0.15
H -8.8978 0.4725 7.5028 -0.42 -0.01 -0.28
H -5.4079 0.0495 7.3239 -0.87 -0.02 -0.06
H -7.0058 -0.7137 6.8108 -0.22 0.51 -0.62
H -9.6026 4.2426 4.2736 -0.08 0.71 0.23
O -9.9646 3.2561 5.9515 -0.62 1.40 2.08
C -8.4572 0.5254 8.4887 0.50 -1.08 2.02
S -3.7233 3.4395 7.1360 0.96 -0.04 -0.14
S -6.6398 5.3157 7.2769 0.01 0.88 -0.49
H -10.5830 5.2376 5.4866 -0.07 -0.33 -0.31
H -10.9134 2.3158 7.5133 0.48 2.13 -0.04
H -9.1363 4.8630 8.4261 -0.61 -0.58 -0.25
O -7.0555 0.7188 8.3522 -1.20 0.54 0.03
C -10.5042 3.3922 7.3235 1.06 -1.42 -2.13
Ga -6.7981 3.1219 7.6410 0.15 -0.49 0.18
C -9.5837 3.8499 8.4636 -1.70 -0.15 0.08
O -8.5077 2.9628 8.7385 -0.17 -0.69 0.04
H -10.3978 3.7423 9.2514 1.52 0.62 0.05
S -4.8519 2.8124 8.7290 0.01 -0.46 0.58
H -6.2916 -1.1361 8.3156 0.19 0.06 -0.16
H -8.6102 1.7506 10.2977 0.87 -0.50 1.61
C -9.7369 4.5544 5.3184 0.10 -1.18 0.24
```
Positions in Å, forces in eV/Å.

The calculation puts the HOMO energy at -7.359 eV.

Entry 3:
Below is a gas-phase ion, C4H9N2 (charge +1), with properties calculated with ωB97M-V with the def2-TZVPD basis set.

Geometry as XYZ:
```
15
Properties=species:S:1:pos:R:3:forces:R:3
H 2.4894 -1.1601 -0.2520 0.08 -0.08 0.00
H -2.9607 0.7613 -0.4306 0.10 -0.07 0.02
C 0.8205 -0.0653 0.5401 0.72 0.16 0.04
C -1.1715 -0.0408 0.0429 -0.08 -0.01 0.00
C -0.1964 1.0701 0.2481 0.12 0.41 0.10
H 1.1602 -0.1068 1.5769 -0.13 0.04 -0.06
C 1.9744 -0.2186 -0.4234 -0.15 0.01 0.14
N -0.3007 -0.9867 0.2981 -0.25 -0.39 -0.02
H -2.9347 -0.9646 -0.3575 0.03 0.09 0.01
N -2.4380 -0.0880 -0.2707 -0.29 -0.10 -0.06
H -0.3556 -1.9943 0.3111 -0.11 -0.06 -0.02
H 1.6298 -0.1904 -1.4541 -0.04 0.01 -0.12
H 0.0193 1.6618 -0.6384 -0.02 -0.04 -0.08
H -0.4213 1.7340 1.0794 -0.08 -0.03 0.04
H 2.6854 0.5884 -0.2699 0.09 0.07 0.01
```
Positions in Å, forces in eV/Å.

The calculation puts the HOMO energy at -15.316 eV. The charge is +1. As for the SMILES: C[C@H]1CC(=[NH2+])N1.

Entry 4:
Below is a molecular structure, C6H6O5Pt, with properties calculated with ωB97M-V with the def2-TZVPD basis set.

Geometry as XYZ:
```
18
Properties=species:S:1:pos:R:3:forces:R:3
H 1.1873 -2.5346 1.8865 -0.50 0.59 0.31
O 0.5875 -1.7636 1.9668 0.12 -0.39 -0.01
C 1.5000 0.9274 0.7121 3.22 -3.55 -2.98
O -0.1250 3.5611 -1.5434 0.10 -1.84 4.01
H -1.0484 -0.4238 -3.1460 0.40 -0.34 -0.16
O -2.7116 0.5038 0.1303 2.72 2.11 2.15
Pt -0.1363 1.9372 1.0948 -0.12 1.31 0.12
H 0.8346 -0.4316 -3.1657 -0.42 -0.35 -0.15
C -0.1063 -0.9190 -2.8692 0.01 3.61 -1.79
O 2.4187 0.4652 0.1880 -2.72 1.76 2.15
H 0.8304 -2.4707 -1.6958 -0.60 0.59 -0.27
H 0.0484 -1.9313 2.7603 0.38 -0.11 -0.37
H -1.0341 -2.4700 -1.6838 0.60 0.59 -0.29
C -0.1083 3.1045 -0.4750 -0.07 3.40 -4.92
C -0.1034 -1.9670 -2.0308 0.00 -4.29 2.48
C -0.1372 1.7609 3.0349 0.37 0.62 7.31
C -1.8174 1.0187 0.6510 -3.18 -3.81 -2.97
O -0.0790 1.6329 4.1851 -0.30 0.10 -4.63
```
Positions in Å, forces in eV/Å.

The calculation puts the HOMO energy (spin up / spin down) at -17.091 / -16.645 eV. The charge is +2. Its spin multiplicity is 3. As for the expectation value of S²: 2.008.

Entry 5:
Below is 2 unconnected molecules or ions with the total composition C5H11BrO2Si, with properties calculated with ωB97M-V with the def2-TZVPD basis set.

Geometry as XYZ:
```
20
Properties=species:S:1:pos:R:3:forces:R:3
H 1.0542 1.2590 -1.9113 1.69 0.18 -1.11
C -2.3660 -2.2139 0.2785 0.47 -2.59 4.08
C -2.5720 -1.0705 -0.5084 1.29 4.57 1.08
O -2.2369 -3.3044 -0.2217 -0.10 -0.27 -1.21
Br -2.7411 0.6924 0.1126 -0.86 -1.58 -0.23
H 1.9114 -1.5451 -0.5098 -0.38 -2.11 -0.55
H -2.3056 -2.2130 1.4259 -0.35 1.02 -1.52
H -2.5377 -1.0271 -1.5533 -0.02 -0.67 -1.45
C 0.1658 1.3309 -1.3778 -2.54 -1.25 0.99
H 1.6415 1.2148 2.2369 0.18 0.52 0.21
H 3.0607 -0.3207 -0.8726 -0.88 -0.03 1.47
H 1.5287 2.4480 0.8603 -0.04 0.19 0.50
H 0.0555 2.0119 1.9198 0.18 0.54 0.12
O -0.4315 -0.7307 0.8687 -2.93 -2.05 0.25
Si 0.5667 0.2507 0.2331 4.65 3.77 -0.90
C 2.3049 -0.6755 -0.0930 0.45 1.64 1.74
H 2.7689 -0.9436 0.9925 -0.88 0.69 -2.76
H -0.2909 2.3229 -1.4541 0.59 0.15 0.83
H -0.5992 0.7807 -1.9351 0.21 -0.49 -0.34
C 1.0225 1.7332 1.5089 -0.72 -2.23 -1.18
```
Positions in Å, forces in eV/Å.

The calculation puts the HOMO energy (spin up / spin down) at -8.658 / -8.662 eV.

Entry 6:
Below is a single C2H5N2P molecule, with properties calculated with ωB97M-V with the def2-TZVPD basis set.

Geometry as XYZ:
```
10
Properties=species:S:1:pos:R:3:forces:R:3
H 0.6907 0.2506 -1.7033 0.33 0.97 -0.98
P 2.1117 0.4139 1.4117 0.59 1.19 3.60
C -0.2865 0.1367 0.2126 -1.82 0.49 2.36
H -0.7947 1.1215 0.0784 0.64 -0.39 -0.52
N 2.1562 -0.0459 -0.1462 -1.28 -1.11 -4.43
H 0.7190 -1.2972 -1.0398 0.31 0.68 0.39
C 0.8359 -0.2089 -0.7604 0.14 -1.93 1.04
H -0.0165 0.4448 2.4528 0.32 -0.45 -2.03
H -1.2158 -0.5567 0.3287 1.97 0.55 -0.47
N 0.4336 0.2446 1.5129 -1.20 -0.01 1.05
```
Positions in Å, forces in eV/Å.

The calculation puts the HOMO energy (spin up / spin down) at -5.762 / -10.053 eV. Its spin multiplicity is 3. As for the expectation value of S²: 2.008.